# 1
# C27H35N2O9P4

A cluster of 2 separate species, C27H35N2O9P4 in total (wB97M-V/def2-TZVPD, OMol25).

highest occupied orbital energy = -10.9 eV
total charge = +1

Cartesian coordinates (Å):
1 O -0.107 -0.073 -3.047
2 C 0.540 -0.642 -2.188
3 C 1.916 -0.184 -1.766
4 C 2.857 0.193 -2.697
5 C 4.096 0.558 -2.228
6 C 4.407 0.560 -0.889
7 C 3.462 0.184 0.053
8 P 3.770 0.113 1.867
9 P 5.874 -0.291 2.250
10 O 5.973 -1.286 3.320
11 O 6.557 -0.867 0.917
12 O 6.518 1.127 2.607
13 C 2.206 -0.186 -0.416
14 C 1.090 -0.644 0.488
15 O 0.816 -0.079 1.533
16 C 0.317 -1.831 -0.045
17 C -0.070 -2.899 0.745
18 C 0.301 -2.896 2.215
19 C -0.515 -2.203 3.083
20 C -0.152 -2.174 4.417
21 C 0.995 -2.846 4.802
22 C 1.707 -3.511 3.828
23 N 1.393 -3.571 2.539
24 C -0.744 -3.962 0.188
25 C -1.028 -3.945 -1.154
26 C -0.653 -2.898 -1.983
27 P -0.984 -2.892 -3.804
28 P 0.823 -3.812 -4.597
29 O 0.901 -3.697 -6.050
30 O 2.063 -3.032 -3.907
31 O 0.988 -5.358 -4.123
32 C 0.026 -1.840 -1.402
33 H 2.602 0.157 -3.751
34 H 4.890 0.842 -2.914
35 H 5.404 0.840 -0.567
36 H 3.074 -1.030 2.309
37 H 6.846 -1.774 1.092
38 H 5.810 1.733 2.872
39 H -1.397 -1.675 2.740
40 H -0.716 -1.632 5.170
41 H 1.359 -2.850 5.822
42 H 2.615 -4.031 4.137
43 H -1.025 -4.814 0.797
44 H -1.535 -4.807 -1.584
45 H -2.066 -3.784 -3.996
46 H 2.756 -2.935 -4.576
47 H 1.324 -5.315 -3.212
48 C -4.147 3.977 -1.688
49 C -3.540 2.686 -1.177
50 N -2.107 2.799 -0.698
51 C -1.259 3.234 -1.868
52 C -1.583 1.425 -0.334
53 C -2.218 0.732 0.859
54 C -1.885 3.839 0.390
55 C -2.737 3.770 1.647
56 O -4.108 3.906 1.343
57 C -4.990 3.252 2.252
58 H -3.648 4.340 -2.586
59 H -5.187 3.793 -1.955
60 H -4.140 4.772 -0.945
61 H -3.531 1.948 -1.981
62 H -4.135 2.273 -0.370
63 H -1.420 2.539 -2.689
64 H -0.217 3.219 -1.558
65 H -1.538 4.242 -2.156
66 H -0.511 1.534 -0.166
67 H -1.726 0.814 -1.225
68 H -1.769 1.058 1.794
69 H -2.010 -0.336 0.790
70 H -3.300 0.851 0.914
71 H -2.047 4.803 -0.089
72 H -0.832 3.762 0.662
73 H -2.444 4.614 2.283
74 H -2.543 2.867 2.222
75 H -4.481 2.894 3.148
76 H -5.457 2.403 1.743
77 H -5.773 3.951 2.541

Which charges does Mulliken predict for the atoms? In e, they are:
1 O -0.615
2 C -0.097
3 C 0.489
4 C -0.591
5 C -1.084
6 C -0.380
7 C 1.162
8 P -0.225
9 P 1.017
10 O -0.662
11 O -0.503
12 O -0.485
13 C -0.613
14 C 0.236
15 O -0.572
16 C -0.974
17 C 1.539
18 C -0.579
19 C 0.013
20 C -0.671
21 C -0.334
22 C -0.484
23 N -0.482
24 C -0.755
25 C -0.318
26 C 0.098
27 P -0.220
28 P 0.969
29 O -0.662
30 O -0.467
31 O -0.495
32 C 1.305
33 H 0.609
34 H 0.432
35 H 0.410
36 H 0.016
37 H 0.356
38 H 0.401
39 H 0.385
40 H 0.416
41 H 0.426
42 H 0.418
43 H 0.533
44 H 0.398
45 H 0.129
46 H 0.303
47 H 0.326
48 C -1.357
49 C -0.527
50 N 0.405
51 C -1.149
52 C -0.357
53 C -1.346
54 C -0.768
55 C -0.444
56 O -0.310
57 C -0.729
58 H 0.369
59 H 0.427
60 H 0.292
61 H 0.611
62 H 0.333
63 H 0.436
64 H 0.407
65 H 0.482
66 H 0.358
67 H 0.321
68 H 0.328
69 H 0.157
70 H 0.358
71 H 0.542
72 H 0.395
73 H 0.408
74 H 0.344
75 H 0.352
76 H 0.260
77 H 0.285

=====

# 2
# C45H43N5O6PSe2W

A structure of composition C45H43N5O6PSe2W (wB97M-V/def2-TZVPD, OMol25).

highest occupied orbital energy (alpha / beta) = -9.6 / -9.6 eV
relative energy (zero: lowest compared OMol25 entry of this formula, charge and spin) = 2.331 eV
total charge = +1

Cartesian coordinates (Å):
1 W -1.032 -0.494 -0.207
2 Se -2.867 -2.384 -1.598
3 Se -1.267 0.056 -2.821
4 C -0.875 1.841 -2.407
5 C -1.188 2.940 -3.198
6 C -0.800 4.185 -2.742
7 C -0.119 4.279 -1.529
8 C 0.132 3.124 -0.815
9 N -0.244 1.917 -1.244
10 C -1.221 -3.175 -1.971
11 C -1.053 -4.311 -2.767
12 C 0.214 -4.822 -2.938
13 C 1.291 -4.191 -2.318
14 C 1.045 -3.068 -1.566
15 N -0.185 -2.560 -1.394
16 H -1.713 2.798 -4.133
17 H -1.024 5.074 -3.316
18 H 0.213 5.235 -1.150
19 H 0.659 3.146 0.130
20 H -1.920 -4.755 -3.235
21 H 0.370 -5.706 -3.542
22 H 2.300 -4.563 -2.420
23 H 1.853 -2.540 -1.075
24 O 0.425 -1.028 0.988
25 C 1.098 -0.492 0.043
26 C 2.496 -0.226 0.213
27 C 3.095 -0.310 1.482
28 C 4.431 -0.028 1.628
29 C 5.200 0.335 0.528
30 C 4.642 0.398 -0.739
31 C 3.298 0.105 -0.926
32 P 2.420 0.028 -2.530
33 C 3.034 1.516 -3.402
34 C 2.997 1.595 -4.794
35 C 3.336 2.776 -5.437
36 C 3.680 3.901 -4.702
37 C 3.697 3.839 -3.318
38 C 3.372 2.656 -2.669
39 C 3.228 -1.363 -3.412
40 C 2.663 -1.788 -4.614
41 C 3.257 -2.800 -5.354
42 C 4.407 -3.421 -4.889
43 C 4.942 -3.046 -3.666
44 C 4.356 -2.028 -2.925
45 H 2.480 -0.571 2.334
46 H 4.886 -0.074 2.608
47 H 6.251 0.560 0.662
48 H 5.258 0.663 -1.589
49 H 2.708 0.731 -5.376
50 H 3.317 2.820 -6.518
51 H 3.926 4.825 -5.210
52 H 3.958 4.718 -2.741
53 H 3.377 2.622 -1.587
54 H 1.734 -1.351 -4.961
55 H 2.815 -3.099 -6.296
56 H 4.876 -4.206 -5.468
57 H 5.825 -3.547 -3.289
58 H 4.780 -1.761 -1.968
59 O -1.843 0.027 2.340
60 C -1.263 1.116 2.219
61 O -0.575 1.361 1.175
62 C -1.385 2.187 3.253
63 C -0.582 3.322 3.170
64 C -0.740 4.355 4.075
65 C -1.710 4.235 5.056
66 C -2.502 3.106 5.171
67 C -2.335 2.077 4.261
68 N -1.913 5.349 5.999
69 O -2.703 5.179 6.904
70 O -1.275 6.364 5.809
71 H 0.164 3.380 2.391
72 H -0.132 5.247 4.036
73 H -3.234 3.058 5.963
74 H -2.946 1.186 4.315
75 N -1.674 -2.270 0.962
76 C -1.777 -2.901 1.920
77 N -1.853 -3.617 3.005
78 C -1.157 -3.084 4.199
79 C -2.123 -2.216 4.996
80 C -3.375 -3.018 5.359
81 C -4.045 -3.598 4.109
82 C -3.050 -4.424 3.298
83 H -0.288 -2.520 3.866
84 H -0.823 -3.944 4.782
85 H -2.388 -1.350 4.383
86 H -1.628 -1.851 5.898
87 H -4.084 -2.382 5.890
88 H -3.099 -3.835 6.033
89 H -4.427 -2.788 3.481
90 H -4.889 -4.230 4.390
91 H -3.479 -4.768 2.359
92 H -2.715 -5.292 3.868
93 C -4.926 -0.044 -0.079
94 C -3.829 0.983 0.126
95 C -4.035 2.239 -0.701
96 O -2.578 0.394 -0.215
97 H -5.877 0.355 0.271
98 H -4.694 -0.955 0.475
99 H -5.017 -0.295 -1.138
100 H -3.770 1.248 1.184
101 H -4.048 1.982 -1.761
102 H -3.231 2.953 -0.515
103 H -4.982 2.706 -0.437

Mulliken atomic charge list, values in e, 99 entries:
1 W -1.393
2 Se 0.053
3 Se 0.190
4 C 0.358
5 C -1.173
6 C -0.390
7 C -1.187
8 C -0.671
9 N 0.937
10 C 0.378
11 C -0.987
12 C -0.421
13 C -1.137
14 C -0.682
15 N 0.488
16 H 0.562
17 H 0.510
18 H 0.535
19 H 0.621
20 H 0.495
21 H 0.449
22 H 0.517
23 H 0.857
24 O -0.580
25 C 0.682
26 C -0.359
27 C -0.459
28 C -0.847
29 C -0.791
30 C 0.482
31 C -0.145
32 P 1.354
33 C 1.013
34 C -0.840
35 C -0.680
36 C -0.620
37 C -0.751
38 C -0.483
39 C 0.498
40 C -0.471
41 C -0.832
42 C -0.590
43 C -0.760
44 C -0.511
45 H 0.543
46 H 0.473
47 H 0.431
48 H 0.615
49 H 0.299
50 H 0.445
51 H 0.407
52 H 0.424
53 H 0.406
54 H 0.444
55 H 0.443
56 H 0.409
57 H 0.435
58 H 0.368
59 O -0.289
60 C 0.412
61 O -0.343
62 C 0.289
63 C -0.266
64 C -0.624
65 C -0.105
66 C -0.662
67 C -0.466
68 N 1.008
69 O -0.600
70 O -0.597
71 H 0.414
72 H 0.500
73 H 0.501
74 H 0.421
75 N 0.274
76 C 0.204
77 N -0.146
78 C -0.768
79 C 0.098
80 C -0.850
81 C -0.432
82 C -0.876
83 H 0.272
84 H 0.404
85 H -0.230
86 H 0.493
87 H 0.381
88 H 0.329
89 H 0.200
90 H 0.412
91 H 0.452
92 H 0.340
93 C -1.511
94 C 1.054
95 C -1.390
96 O 1.246
97 H 0.495
98 H 0.282
99 H 0.301

=====

# 3
# CBr2ClNP

The ion CBr2ClNP with charge +1 (wB97M-V/def2-TZVPD, OMol25).

highest occupied orbital energy = -16.7 eV
relative energy (zero: lowest compared OMol25 entry of this formula, charge and spin) = 0.000 eV
total charge = +1

Cartesian coordinates (Å):
1 C -0.341 1.351 0.346
2 N -0.832 2.151 0.999
3 P 0.227 -0.329 -0.281
4 Cl 1.974 -1.190 0.976
5 Br 0.487 -0.587 -2.429
6 Br -1.515 -1.396 0.388

Which charges does natural (NBO) predict for the atoms? In e, they are:
1 C -0.106
2 N -0.077
3 P 0.941
4 Cl -0.047
5 Br 0.169
6 Br 0.119

=====

# 4
# C5H8O

The molecule C5H8O (wB97M-V/def2-TZVPD, OMol25).

highest occupied orbital energy = -8.1 eV
relative energy (zero: lowest compared OMol25 entry of this formula, charge and spin) = 4.235 eV

Cartesian coordinates (Å):
1 C -2.206 0.464 0.783
2 C -0.845 -0.274 -0.778
3 O -0.996 0.740 0.071
4 C 0.562 -0.662 -0.816
5 C 1.748 0.282 -0.865
6 C 1.422 -0.373 0.418
7 H -3.082 0.616 0.153
8 H -2.181 -0.582 1.092
9 H -2.182 1.097 1.666
10 H 0.680 -1.631 -1.288
11 H 1.528 1.338 -0.981
12 H 2.591 -0.086 -1.439
13 H 2.046 -1.178 0.792
14 H 0.953 0.243 1.182

Which charges does natural (NBO) predict for the atoms? In e, they are:
1 C -0.250
2 C 0.288
3 O -0.544
4 C -0.423
5 C -0.382
6 C -0.384
7 H 0.198
8 H 0.189
9 H 0.188
10 H 0.225
11 H 0.225
12 H 0.223
13 H 0.219
14 H 0.227

=====

# 5
# C17H24N3Pd

A structure of composition C17H24N3Pd (wB97M-V/def2-TZVPD, OMol25).

highest occupied orbital energy (alpha / beta) = -18.5 / -18.5 eV
relative energy (zero: lowest compared OMol25 entry of this formula, charge and spin) = 1.204 eV
total charge = +3

Cartesian coordinates (Å):
1 Pd 0.017 0.363 -0.369
2 C -1.746 0.926 3.771
3 C -0.713 0.480 4.580
4 C 0.493 0.107 4.003
5 C 0.649 0.173 2.622
6 N -0.378 0.600 1.855
7 C -1.531 0.969 2.401
8 C 1.861 -0.197 1.909
9 C 3.050 -0.613 2.512
10 C 4.196 -0.811 1.761
11 C 4.192 -0.616 0.381
12 C 3.018 -0.219 -0.253
13 C 1.894 -0.068 0.512
14 H -2.695 1.248 4.175
15 H -0.840 0.421 5.653
16 H 1.303 -0.254 4.618
17 H -2.307 1.340 1.741
18 H 3.099 -0.732 3.585
19 H 5.113 -1.113 2.252
20 H 5.082 -0.791 -0.208
21 H 3.023 -0.087 -1.331
22 C -1.809 2.056 -2.368
23 N -0.580 1.263 -2.341
24 C 0.625 2.060 -2.586
25 C -0.623 0.010 -3.132
26 C -1.632 -0.975 -2.566
27 N -1.380 -1.235 -1.123
28 C -0.598 -2.450 -0.855
29 C -2.579 -1.126 -0.285
30 H -2.004 2.388 -3.396
31 H -1.710 2.946 -1.750
32 H -2.673 1.484 -2.038
33 H 0.695 2.338 -3.647
34 H 1.528 1.494 -2.345
35 H 0.596 2.984 -2.008
36 H 0.376 -0.433 -3.142
37 H -0.890 0.235 -4.172
38 H -1.553 -1.905 -3.135
39 H -2.648 -0.607 -2.693
40 H -1.187 -3.339 -1.112
41 H -0.350 -2.515 0.204
42 H 0.313 -2.469 -1.454
43 H -3.330 -1.859 -0.606
44 H -3.029 -0.137 -0.374
45 H -2.337 -1.335 0.755

Which charges does natural (NBO) predict for the atoms? In e, they are:
1 Pd 0.994
2 C -0.203
3 C -0.074
4 C -0.177
5 C 0.149
6 N -0.468
7 C 0.051
8 C -0.045
9 C -0.152
10 C -0.118
11 C -0.137
12 C -0.276
13 C 0.082
14 H 0.279
15 H 0.276
16 H 0.259
17 H 0.227
18 H 0.263
19 H 0.278
20 H 0.280
21 H 0.262
22 C -0.460
23 N -0.260
24 C -0.468
25 C -0.267
26 C -0.275
27 N -0.240
28 C -0.458
29 C -0.454
30 H 0.279
31 H 0.261
32 H 0.230
33 H 0.289
34 H 0.227
35 H 0.265
36 H 0.238
37 H 0.283
38 H 0.284
39 H 0.254
40 H 0.277
41 H 0.247
42 H 0.240
43 H 0.279
44 H 0.230
45 H 0.249

=====

# 6
# C24H51BF2N7O7S2

A cluster of 3 separate species, C24H51BF2N7O7S2 in total (wB97M-V/def2-TZVPD, OMol25).

highest occupied orbital energy = -10.9 eV
total charge = +1

Cartesian coordinates (Å):
1 C -2.772 -2.396 4.709
2 C -3.298 -3.391 3.670
3 N -3.412 -2.790 2.321
4 C -2.803 -3.546 1.231
5 C -2.018 -2.625 0.290
6 C -0.969 -1.805 1.054
7 N -1.196 -0.358 0.833
8 C -0.910 0.450 2.059
9 C -0.646 0.130 -0.320
10 N -1.207 1.142 -0.943
11 C -0.551 1.765 -2.100
12 C -2.516 1.706 -0.600
13 C -2.518 3.010 0.235
14 C -1.135 3.659 0.415
15 C -3.228 2.844 1.595
16 N 0.481 -0.413 -0.900
17 B 0.239 -1.177 -2.189
18 O -1.050 -1.610 -2.452
19 N 1.305 -1.547 -3.039
20 C 0.841 -1.697 -4.446
21 C 2.472 -0.624 -3.016
22 C 1.310 -1.167 0.047
23 N 2.126 -0.261 0.931
24 C 3.445 -0.800 1.146
25 O 3.896 -1.060 2.192
26 F 4.107 -0.997 0.021
27 C 2.268 1.071 0.420
28 O 2.789 1.440 -0.573
29 F 1.763 1.952 1.282
30 C 0.518 -2.219 0.886
31 N 0.774 -3.516 0.312
32 O 1.072 -2.238 2.195
33 C -4.766 -2.417 2.025
34 C -5.169 -1.045 2.487
35 O -5.533 -3.147 1.448
36 H -2.061 -1.725 4.232
37 H -3.575 -1.784 5.114
38 H -2.285 -2.902 5.538
39 H -4.280 -3.733 3.994
40 H -2.631 -4.245 3.632
41 H -2.131 -4.310 1.622
42 H -3.542 -4.080 0.635
43 H -1.617 -3.235 -0.512
44 H -2.733 -1.937 -0.158
45 H -1.193 -1.967 2.102
46 H -0.200 -0.071 2.695
47 H -1.831 0.581 2.618
48 H -0.488 1.417 1.822
49 H -0.744 1.197 -3.009
50 H 0.522 1.787 -1.933
51 H -0.904 2.783 -2.192
52 H -2.977 1.924 -1.562
53 H -3.135 0.951 -0.128
54 H -3.130 3.729 -0.303
55 H -0.297 2.972 0.387
56 H -0.979 4.452 -0.314
57 H -1.128 4.147 1.388
58 H -2.521 2.671 2.400
59 H -3.777 3.749 1.832
60 H -3.930 2.012 1.561
61 H -1.635 -0.923 -2.790
62 H 1.709 -1.774 -5.093
63 H 0.275 -0.830 -4.791
64 H 0.257 -2.601 -4.572
65 H 3.111 -0.851 -3.862
66 H 2.170 0.415 -3.118
67 H 3.053 -0.770 -2.116
68 H 2.001 -1.766 -0.541
69 H 0.508 -3.599 -0.662
70 H 0.278 -4.228 0.835
71 H 1.560 -3.064 2.300
72 H -5.880 -1.124 3.307
73 H -5.639 -0.505 1.670
74 H -4.315 -0.480 2.848
75 C 6.503 -0.829 -6.122
76 S 5.050 0.049 -6.701
77 O 3.918 -0.372 -5.823
78 C 4.872 -0.855 -8.239
79 H 6.756 -0.440 -5.138
80 H 6.282 -1.894 -6.055
81 H 7.329 -0.650 -6.810
82 H 4.763 -1.918 -8.026
83 H 5.745 -0.675 -8.866
84 H 3.980 -0.485 -8.740
85 C 1.921 4.577 5.481
86 S 0.718 5.535 4.555
87 O -0.518 4.710 4.458
88 C 1.540 5.384 2.967
89 H 1.568 4.509 6.507
90 H 2.003 3.580 5.050
91 H 2.884 5.088 5.459
92 H 1.649 4.330 2.708
93 H 2.515 5.869 3.010
94 H 0.924 5.883 2.221

Which charges does Mulliken predict for the atoms? In e, they are:
1 C -0.944
2 C -0.612
3 N 0.638
4 C -1.692
5 C -1.617
6 C 1.238
7 N 0.491
8 C -0.871
9 C -2.040
10 N 0.938
11 C -0.768
12 C -1.375
13 C 0.784
14 C -1.580
15 C -1.571
16 N 0.877
17 B 0.343
18 O -0.441
19 N -0.100
20 C -1.019
21 C -0.571
22 C -1.891
23 N 0.358
24 C 0.518
25 O -0.458
26 F -0.190
27 C 0.438
28 O -0.430
29 F -0.181
30 C 0.347
31 N -0.702
32 O -0.527
33 C 0.444
34 C -1.006
35 O -0.555
36 H 0.074
37 H 0.335
38 H 0.374
39 H 0.521
40 H 0.394
41 H 0.237
42 H 0.427
43 H 0.547
44 H 0.273
45 H 0.560
46 H 0.504
47 H 0.097
48 H 0.117
49 H 0.227
50 H 0.129
51 H 0.587
52 H 0.618
53 H 0.434
54 H 0.659
55 H 0.289
56 H 0.295
57 H 0.471
58 H 0.330
59 H 0.449
60 H 0.236
61 H 0.360
62 H 0.388
63 H 0.285
64 H 0.334
65 H 0.421
66 H 0.190
67 H 0.091
68 H 1.499
69 H 0.245
70 H 0.330
71 H 0.579
72 H 0.364
73 H 0.372
74 H 0.103
75 C -0.944
76 S 0.377
77 O -0.547
78 C -0.985
79 H 0.308
80 H 0.302
81 H 0.404
82 H 0.309
83 H 0.402
84 H 0.318
85 C -0.838
86 S 0.447
87 O -0.580
88 C -0.463
89 H 0.322
90 H 0.213
91 H 0.362
92 H -0.164
93 H 0.448
94 H 0.292

=====

F_max (eV Å⁻¹)
1.721; 2.620; 4.001; 0.634; 1.778; 1.943